# 1
{"formula": "C11H15N", "method": "wB97M-V/def2-TZVPD", "de_lowest_kcal_mol": 29.2, "gap_ev": 8.957, "spin_multiplicity": 1, "e_homo_ev": -8.01, "mol_weight_g_mol": 161.25, "e_tot_ha": -482.868633, "smiles": "Cc1c[nH]c2ccccc12.CC", "species": ["C", "C", "C", "C", "C", "C", "C", "C", "C", "N", "H", "H", "H", "H", "H", "H", "H", "H", "H", "C", "C", "H", "H", "H", "H", "H", "H"], "xyz": [[2.761, 3.083, 0.505], [0.709, 2.150, 1.838], [1.521, 2.279, 0.773], [-0.056, 0.660, 0.337], [1.018, 1.387, -0.220], [-0.770, -0.411, -0.179], [1.206, 1.142, -1.581], [-0.491, -0.655, -1.530], [0.415, 0.175, -2.190], [-0.202, 1.090, 1.701], [0.570, 2.658, 2.788], [-1.158, 1.340, 1.946], [2.955, 3.338, -0.523], [3.672, 2.469, 0.646], [-1.616, -0.730, 0.416], [2.028, 1.574, -2.138], [-0.902, -1.496, -2.072], [0.454, 0.189, -3.274], [2.858, 3.907, 1.211], [-3.134, -4.424, -0.246], [-1.880, -4.438, 0.611], [-3.952, -3.845, 0.179], [-2.930, -3.809, -1.141], [-3.510, -5.360, -0.635], [-1.040, -4.550, -0.086], [-1.691, -3.535, 1.194], [-1.738, -5.192, 1.391]]}


# 2
{"formula": "C19H28ClO2Pd", "method": "wB97M-V/def2-TZVPD", "de_lowest_kcal_mol": 11.2, "gap_ev": [6.096, 5.873], "spin_multiplicity": 3, "e_homo_ev": [-3.12, -3.65], "total_charge": -1, "mol_weight_g_mol": 430.30, "e_tot_ha": -1479.176303, "s2": 2.0397, "species": ["O", "C", "C", "H", "H", "C", "H", "H", "C", "H", "H", "H", "C", "H", "H", "H", "Pd", "C", "C", "C", "H", "C", "C", "H", "H", "H", "H", "C", "C", "C", "H", "C", "C", "H", "H", "H", "H", "O", "C", "C", "H", "H", "C", "H", "H", "C", "H", "H", "H", "H", "Cl"], "xyz": [[-0.345, -1.860, -1.518], [-1.486, -1.580, -0.682], [-1.867, -3.031, -0.423], [-2.265, -1.015, -1.186], [-1.168, -1.059, 0.212], [-0.505, -3.276, -1.180], [-2.743, -3.357, -1.002], [-1.893, -3.383, 0.611], [-0.654, -4.094, -2.445], [-1.487, -3.628, -3.010], [-0.877, -5.142, -2.153], [0.286, -4.069, -3.019], [0.649, -3.754, -0.305], [0.645, -3.194, 0.653], [1.605, -3.561, -0.827], [0.562, -4.857, -0.147], [0.632, 1.936, 1.592], [0.932, -0.144, 4.073], [0.667, 1.231, 4.167], [-0.539, 1.502, 3.360], [1.102, 1.937, 4.878], [-1.034, 0.181, 2.921], [-0.074, -0.783, 3.271], [-0.157, -1.841, 3.048], [1.712, -0.688, 4.602], [-1.208, 2.359, 3.453], [-2.005, -0.049, 2.483], [3.097, 0.448, 1.992], [2.884, -0.734, 1.262], [2.406, -0.380, -0.057], [3.077, -1.753, 1.594], [2.277, 1.012, -0.149], [2.696, 1.590, 1.159], [3.110, 2.592, 1.246], [3.509, 0.547, 2.991], [2.247, -1.095, -0.852], [2.105, 1.628, -1.021], [-0.241, 2.159, -1.396], [-0.973, 1.719, -2.569], [-1.673, 2.913, -3.259], [-1.732, 0.984, -2.241], [-0.297, 1.243, -3.306], [-1.309, 4.128, -2.399], [-2.754, 2.745, -3.265], [-1.336, 3.030, -4.297], [-0.486, 3.564, -1.238], [-2.194, 4.614, -1.982], [-0.735, 4.841, -2.995], [-1.089, 3.631, -0.313], [0.468, 4.100, -1.135], [-1.542, 1.693, 0.805]]}


# 3
{"formula": "C2H6N2O", "method": "wB97M-V/def2-TZVPD", "de_lowest_kcal_mol": 9.2, "gap_ev": [12.552, 6.533], "spin_multiplicity": 2, "e_homo_ev": [-16.25, -16.04], "total_charge": 1, "mol_weight_g_mol": 74.08, "e_tot_ha": -264.224464, "s2": 0.7647, "species": ["C", "N", "C", "N", "O", "H", "H", "H", "H", "H", "H"], "xyz": [[-0.019, -0.487, -1.610], [-0.311, -0.501, -0.168], [0.443, 0.271, 0.690], [-0.118, 0.392, 1.979], [1.443, 0.831, 0.322], [-0.516, -1.316, -2.102], [-0.377, 0.459, -2.027], [1.071, -0.530, -1.639], [-1.153, -1.036, 0.051], [0.511, 0.969, 2.542], [-0.975, 0.948, 1.962]]}


# 4
{"formula": "C5H42NO15", "method": "wB97M-V/def2-TZVPD", "de_lowest_kcal_mol": 189.5, "gap_ev": 8.118, "spin_multiplicity": 1, "e_homo_ev": -10.63, "total_charge": 1, "mol_weight_g_mol": 356.38, "e_tot_ha": -1398.603720, "species": ["C", "C", "C", "C", "C", "N", "H", "H", "H", "H", "H", "H", "H", "H", "H", "H", "H", "H", "H", "H", "O", "H", "H", "O", "H", "H", "O", "H", "H", "O", "H", "H", "O", "H", "H", "O", "H", "H", "O", "H", "H", "O", "H", "H", "O", "H", "H", "O", "H", "H", "O", "H", "H", "O", "H", "H", "O", "H", "H", "O", "H", "H", "O"], "xyz": [[-1.997, 0.762, 1.560], [-0.742, 0.299, 0.753], [0.463, 0.249, 1.691], [0.887, 1.545, 1.794], [1.905, 2.151, 2.682], [-2.587, -0.414, 2.226], [-2.805, 1.067, 0.903], [-1.735, 1.719, 2.168], [-0.693, 1.104, -0.069], [-1.060, -0.539, 0.044], [0.885, -0.758, 1.944], [0.212, 2.281, 1.325], [2.202, 3.115, 2.899], [2.925, 1.539, 2.402], [1.566, 1.848, 3.675], [-2.633, -0.369, 3.261], [-1.853, -1.209, 2.162], [-3.394, -0.867, 1.747], [2.025, 1.804, -3.306], [1.277, 0.901, -4.211], [1.039, 1.604, -3.427], [1.703, -3.380, 0.665], [1.887, -1.990, -0.040], [1.221, -2.583, 0.253], [-3.027, 0.443, -0.746], [-2.947, 1.549, -1.861], [-2.400, 1.039, -1.126], [1.248, 1.718, -1.052], [2.406, 0.794, -0.955], [2.024, 1.522, -0.448], [4.105, -0.655, -1.457], [2.939, -1.254, -2.160], [3.442, -0.466, -2.178], [-1.719, -2.172, -1.434], [-0.790, -2.812, -0.449], [-1.684, -2.650, -0.612], [-1.071, -0.379, -3.186], [-0.901, -1.222, -4.456], [-0.763, -0.328, -4.140], [-0.574, -4.076, -2.116], [0.335, -2.713, -2.368], [-0.336, -3.297, -2.608], [-4.571, -1.804, -0.129], [-3.017, -1.827, 0.109], [-3.871, -1.377, 0.174], [0.003, 0.162, 4.558], [-1.301, 0.790, 4.606], [-0.772, 0.360, 3.997], [0.182, 3.606, 0.688], [-0.907, 4.060, -0.309], [-0.773, 3.659, 0.549], [3.233, -0.082, 1.671], [4.688, -0.026, 1.266], [3.807, -0.307, 0.946], [0.914, 3.347, -2.315], [-0.528, 3.335, -1.542], [0.376, 3.605, -1.482], [-0.415, -3.349, 1.454], [-0.306, -3.500, 3.011], [-0.715, -3.048, 2.352], [1.326, -0.262, -2.716], [0.566, -1.050, -3.686], [1.100, -1.210, -2.949]]}


# 5
{"formula": "C4H5BrClI", "method": "wB97M-V/def2-TZVPD", "de_lowest_kcal_mol": 69.0, "gap_ev": 4.467, "spin_multiplicity": 1, "e_homo_ev": -8.07, "mol_weight_g_mol": 295.34, "e_tot_ha": -3487.135371, "species": ["C", "C", "C", "C", "Cl", "Br", "I", "H", "H", "H", "H", "H"], "xyz": [[-0.332, -0.422, -0.637], [0.466, 1.108, 1.116], [0.267, 0.885, -0.227], [-1.117, -0.892, 0.525], [1.222, 2.564, 1.645], [1.996, -0.677, -2.900], [-1.687, -2.895, 0.852], [-0.915, -0.300, -1.465], [0.394, -1.154, -1.147], [0.543, 0.284, 1.796], [0.350, 1.686, -1.002], [-1.189, -0.186, 1.443]]}


# 6
{"formula": "C5H14NOS", "method": "wB97M-V/def2-TZVPD", "de_lowest_kcal_mol": 113.6, "gap_ev": [7.815, 6.283], "spin_multiplicity": 1, "e_homo_ev": [-11.81, -11.12], "total_charge": 1, "mol_weight_g_mol": 136.24, "e_tot_ha": -726.658234, "species": ["C", "C", "C", "C", "C", "N", "O", "S", "H", "H", "H", "H", "H", "H", "H", "H", "H", "H", "H", "H", "H", "H"], "xyz": [[-0.241, 1.440, -2.110], [-1.912, 0.854, -0.238], [0.148, -0.341, 2.899], [-0.757, 1.455, -0.684], [0.942, -0.706, 0.209], [0.961, -1.564, -1.141], [2.294, -0.733, 0.570], [-0.097, -1.544, 1.549], [0.890, 1.373, -1.998], [-0.741, 0.776, -2.758], [-0.499, 2.519, -2.437], [-2.492, 1.475, 0.475], [-1.795, -0.105, 0.438], [-2.488, 0.411, -1.107], [-0.602, -0.717, 3.594], [0.164, 0.820, 2.656], [1.107, -0.505, 3.354], [-0.207, 2.100, -0.031], [1.822, -1.951, -1.313], [0.449, -1.040, -1.877], [0.413, -2.485, -1.004], [2.608, -0.082, 1.127]]}


# 7
{"formula": "C6H16O2", "method": "wB97M-V/def2-TZVPD", "de_lowest_kcal_mol": 67.0, "gap_ev": 10.796, "spin_multiplicity": 1, "e_homo_ev": -9.98, "mol_weight_g_mol": 120.19, "e_tot_ha": -388.574014, "smiles": "CC[C@@H](C)CCO.O", "species": ["C", "O", "C", "C", "C", "C", "C", "H", "H", "H", "H", "H", "H", "H", "H", "H", "H", "H", "H", "H", "H", "H", "H", "O"], "xyz": [[0.537, -2.072, -0.142], [1.696, -2.749, 0.107], [0.071, -1.271, 1.054], [0.253, 0.294, 0.877], [0.458, 1.008, 2.166], [-0.946, 0.914, 0.173], [-0.824, 1.989, -0.966], [-0.195, -2.768, -0.511], [0.388, -1.372, -0.992], [2.263, -2.792, 0.953], [-1.064, -1.415, 1.210], [0.446, -1.661, 2.070], [1.190, 0.489, 0.284], [-0.428, 0.942, 2.675], [0.904, 1.873, 2.177], [1.184, 0.428, 2.680], [-1.546, 1.287, 1.041], [-1.664, -0.004, 0.100], [0.216, 2.129, -1.206], [-1.260, 2.987, -0.635], [-1.516, 1.745, -1.846], [-0.638, 0.516, -3.746], [0.291, -0.662, -3.523], [0.183, 0.163, -3.999]]}


# 8
{"formula": "C8H14N3O4", "method": "wB97M-V/def2-TZVPD", "de_lowest_kcal_mol": 157.2, "gap_ev": [7.468, 7.469], "spin_multiplicity": 1, "e_homo_ev": [-11.69, -11.69], "total_charge": 1, "mol_weight_g_mol": 216.22, "e_tot_ha": -777.996479, "species": ["C", "C", "C", "C", "C", "C", "C", "C", "N", "N", "N", "O", "O", "O", "O", "H", "H", "H", "H", "H", "H", "H", "H", "H", "H", "H", "H", "H", "H"], "xyz": [[1.966, -0.111, 0.369], [3.362, -0.249, 0.222], [-4.094, 1.262, 0.108], [-1.202, -0.279, 0.938], [4.072, -1.528, 0.468], [-4.038, 1.573, -1.298], [-0.413, -1.411, -1.070], [1.027, -1.151, 0.987], [1.628, 1.136, 0.095], [3.881, 0.908, -0.201], [-0.329, -1.071, 0.393], [4.918, 1.388, -0.532], [2.658, 1.822, -0.258], [-3.867, 2.184, 1.007], [-2.267, 0.101, 0.322], [5.195, -1.466, 0.737], [3.756, -2.017, 1.405], [4.095, -2.348, -0.336], [-3.414, 0.923, -1.968], [-5.125, 1.621, -1.529], [-3.718, 2.608, -1.570], [0.115, -0.617, -1.517], [0.095, -2.427, -1.218], [-1.421, -1.410, -1.388], [1.439, -2.020, 0.674], [0.870, -1.037, 1.998], [-1.072, 0.147, 1.926], [-3.602, 3.001, 0.647], [-4.513, 0.468, 0.589]]}


# 9
{"formula": "C39H52BN9O2Si2", "method": "wB97M-V/def2-TZVPD", "gap_ev": 9.162, "spin_multiplicity": 1, "e_homo_ev": -8.50, "mol_weight_g_mol": 745.89, "e_tot_ha": -2764.512885, "species": ["C", "B", "O", "Si", "O", "Si", "N", "C", "C", "C", "N", "H", "H", "H", "H", "H", "H", "H", "H", "H", "H", "H", "H", "H", "H", "H", "H", "H", "N", "C", "C", "C", "C", "C", "H", "H", "H", "H", "H", "N", "C", "C", "C", "C", "C", "H", "H", "H", "H", "H", "N", "C", "C", "C", "C", "C", "H", "H", "H", "H", "H", "N", "C", "C", "C", "C", "C", "H", "H", "H", "H", "H", "N", "C", "C", "C", "C", "C", "H", "H", "H", "H", "H", "N", "C", "C", "C", "C", "C", "H", "H", "H", "H", "H", "N", "C", "C", "C", "C", "C", "H", "H", "H", "H", "H"], "xyz": [[2.757, 1.428, 0.978], [3.554, 0.113, 0.693], [4.634, -0.205, 1.506], [3.147, -1.156, -0.843], [1.574, -1.667, -0.814], [1.018, -2.736, 0.300], [0.112, -4.004, -0.450], [0.016, -1.903, 1.644], [-0.501, -0.489, 1.361], [-1.736, -0.462, 0.448], [-1.470, 0.234, -0.807], [2.251, 1.396, 1.948], [3.434, 2.282, 1.002], [2.008, 1.609, 0.207], [4.349, -0.348, 2.408], [3.358, -0.438, -2.128], [4.069, -2.315, -0.859], [2.220, -3.360, 0.922], [-0.807, -4.104, -0.039], [0.567, -4.902, -0.350], [0.649, -1.900, 2.536], [-0.828, -2.550, 1.901], [0.269, 0.113, 0.880], [-0.742, 0.001, 2.306], [-2.027, -1.482, 0.192], [-2.573, -0.028, 0.999], [-2.192, 0.074, -1.493], [-1.360, 1.227, -0.664], [-5.160, -0.310, 1.642], [-5.155, -1.027, 2.760], [-6.304, -1.384, 3.450], [-7.526, -0.966, 2.948], [-7.544, -0.220, 1.782], [-6.338, 0.081, 1.161], [-4.178, -1.333, 3.123], [-6.238, -1.970, 4.356], [-8.447, -1.217, 3.458], [-8.478, 0.131, 1.363], [-6.309, 0.661, 0.245], [-7.234, 0.815, -2.150], [-6.873, 1.012, -3.415], [-7.438, 0.343, -4.490], [-8.434, -0.586, -4.238], [-8.821, -0.805, -2.927], [-8.190, -0.083, -1.926], [-6.092, 1.747, -3.574], [-7.103, 0.548, -5.497], [-8.908, -1.131, -5.045], [-9.595, -1.522, -2.690], [-8.466, -0.233, -0.889], [-1.470, -5.120, 2.942], [-0.847, -5.822, 3.884], [-0.851, -7.208, 3.935], [-1.541, -7.903, 2.955], [-2.197, -7.184, 1.969], [-2.129, -5.799, 2.009], [-0.319, -5.244, 4.634], [-0.324, -7.726, 4.724], [-1.567, -8.985, 2.960], [-2.749, -7.681, 1.185], [-2.633, -5.204, 1.253], [7.822, 5.377, 1.217], [6.503, 5.351, 1.033], [5.734, 4.208, 1.199], [6.362, 3.031, 1.573], [7.734, 3.043, 1.767], [8.411, 4.239, 1.579], [6.037, 6.284, 0.736], [4.665, 4.248, 1.038], [5.790, 2.122, 1.712], [8.278, 2.154, 2.053], [9.484, 4.283, 1.724], [11.226, 2.103, 1.484], [11.804, 2.948, 0.636], [13.178, 3.099, 0.520], [13.997, 2.331, 1.331], [13.408, 1.445, 2.219], [12.024, 1.369, 2.255], [11.131, 3.535, 0.019], [13.591, 3.803, -0.188], [15.074, 2.420, 1.273], [14.006, 0.825, 2.872], [11.528, 0.686, 2.936], [4.254, 7.544, -0.507], [4.583, 7.314, -1.775], [4.361, 8.219, -2.801], [3.763, 9.430, -2.494], [3.415, 9.684, -1.177], [3.682, 8.711, -0.225], [5.050, 6.355, -1.976], [4.652, 7.978, -3.814], [3.573, 10.164, -3.266], [2.947, 10.615, -0.889], [3.426, 8.874, 0.816], [-10.425, -3.620, -4.695], [-9.260, -4.192, -4.990], [-8.982, -5.532, -4.769], [-9.968, -6.325, -4.206], [-11.185, -5.745, -3.891], [-11.362, -4.395, -4.156], [-8.510, -3.541, -5.426], [-8.015, -5.939, -5.032], [-9.790, -7.376, -4.016], [-11.986, -6.323, -3.450], [-12.304, -3.908, -3.927]]}


# 10
{"formula": "C4H4N2", "method": "wB97M-V/def2-TZVPD", "de_lowest_kcal_mol": 94.6, "gap_ev": 10.242, "spin_multiplicity": 1, "e_homo_ev": -9.60, "mol_weight_g_mol": 80.09, "e_tot_ha": -264.175681, "species": ["C", "C", "C", "C", "N", "N", "H", "H", "H", "H"], "xyz": [[-0.856, -0.754, 0.611], [-1.815, -0.118, -0.151], [-0.008, -0.008, 1.757], [1.250, 0.429, -0.426], [-2.402, 0.516, -0.912], [0.428, -0.103, 0.587], [-0.754, -1.746, 0.658], [0.668, 1.221, -0.800], [2.121, 0.769, -0.078], [1.368, -0.206, -1.247]]}


# 11
{"formula": "C4H8NO2", "method": "wB97M-V/def2-TZVPD", "de_lowest_kcal_mol": 24.4, "gap_ev": 7.989, "spin_multiplicity": 1, "e_homo_ev": -3.77, "total_charge": -1, "mol_weight_g_mol": 102.11, "e_tot_ha": -362.485327, "smiles": "[H]/N=C(\\[O-])CCCO", "species": ["C", "O", "C", "C", "C", "N", "O", "H", "H", "H", "H", "H", "H", "H", "H"], "xyz": [[-1.768, -0.807, -0.293], [-0.982, -1.788, -0.865], [-1.200, -0.070, 0.934], [-0.188, 1.066, 0.689], [1.166, 0.723, -0.004], [1.300, -0.435, -0.613], [2.036, 1.598, 0.209], [-2.675, -1.284, 0.084], [-1.965, -0.015, -1.033], [-0.555, -0.840, 1.387], [-2.040, 0.217, 1.572], [0.072, 1.592, 1.604], [-0.670, 1.801, 0.028], [2.263, -0.750, -0.549], [-0.060, -1.386, -0.913]]}


# 12
{"formula": "C2H9N3", "method": "wB97M-V/def2-TZVPD", "de_lowest_kcal_mol": 13.6, "gap_ev": 12.526, "spin_multiplicity": 1, "e_homo_ev": -20.89, "total_charge": 2, "mol_weight_g_mol": 75.11, "e_tot_ha": -245.185812, "smiles": "[NH2+]=CNC[NH3+]", "species": ["C", "C", "N", "N", "N", "H", "H", "H", "H", "H", "H", "H", "H", "H"], "xyz": [[-1.512, 0.600, -0.043], [0.809, -0.206, -0.629], [-0.269, 0.658, -0.361], [-2.045, -0.465, 0.402], [1.814, -0.064, 0.438], [-2.184, 1.483, 0.008], [1.348, 0.037, -1.581], [0.560, -1.336, -0.735], [-0.092, 1.471, -0.909], [-2.933, -0.553, 0.948], [-1.647, -1.379, 0.393], [2.527, 0.624, 0.351], [2.244, -0.912, 0.427], [1.381, 0.043, 1.291]]}